[1]
17
Properties=species:S:1:pos:R:3:forces:R:3 method="wB97M-V/def2-TZVPD" energy_ev=-13400.659 smiles="C/C(O)=C(/O)NC(N)=O" de_lowest_kcal_mol=23.73 homo_lumo_gap_ev=8.899 largest_force_ev_per_a=1.765 lumo_energy_ha=0.0215
C 1.357 1.586 -0.028 0.6 -0.2 -1.1
C 1.302 0.100 -0.146 -0.9 -0.4 -0.4
O 2.484 -0.519 0.117 0.3 0.0 0.2
C 0.223 -0.604 -0.528 1.1 0.1 -0.6
O 0.317 -1.992 -0.593 -0.4 -0.1 -0.3
N -1.022 -0.071 -0.916 -0.1 -0.1 1.8
C -1.820 0.227 0.245 -0.9 -0.1 -1.4
N -1.912 -0.777 1.166 0.2 0.3 -0.2
O -2.496 1.228 0.272 -0.1 0.2 0.2
H 1.818 1.856 0.901 0.2 0.2 0.6
H 0.379 2.043 -0.101 -0.1 0.1 0.0
H 2.017 1.977 -0.841 -0.5 -0.1 0.5
H 2.367 -1.471 0.014 0.0 0.0 -0.1
H -0.349 -2.294 -1.245 0.5 0.2 0.5
H -1.006 0.712 -1.555 0.0 0.0 0.2
H -1.142 -1.402 1.291 0.1 -0.3 0.0
H -2.517 -0.597 1.946 0.1 0.1 0.1

***

[2]
18
Properties=species:S:1:pos:R:3:forces:R:3 method="wB97M-V/def2-TZVPD" multiplicity=3 energy_ev=-24229.068 de_lowest_kcal_mol=37.57 homo_lumo_gap_ev="5.044 / 7.673" largest_force_ev_per_a=7.028 lumo_energy_ha="0.0001 / -0.0843"
C 0.382 1.449 0.370 0.3 1.0 2.8
C 0.612 -1.237 0.736 -0.5 -1.4 6.0
C 1.549 -0.074 -1.069 -2.1 -1.5 -0.3
C -0.874 0.960 0.780 -1.5 1.6 0.4
N 1.412 1.088 -0.324 -1.0 2.7 0.1
N 0.839 -1.196 -0.508 0.3 -1.2 -6.9
O -3.149 0.927 -0.276 -2.5 0.9 0.5
O -1.321 -0.426 -1.331 -2.0 2.0 -0.8
O -2.342 -1.197 0.679 -0.8 1.7 0.0
S -1.961 -0.034 -0.105 2.1 -4.4 0.7
H 0.548 2.277 1.129 0.5 -0.3 -1.4
H 1.208 -0.739 1.442 0.9 0.5 0.6
H -0.121 -1.885 1.126 -0.5 -0.7 0.2
H 1.282 0.034 -2.130 0.0 0.3 0.2
H 2.552 -0.269 -1.010 2.9 -0.7 -0.2
H -1.453 1.530 1.598 1.3 -0.9 -1.2
H 0.076 -1.596 -1.092 1.4 0.6 0.7
H -3.828 0.861 0.470 1.3 -0.2 -1.3

***

[3]
18
Properties=species:S:1:pos:R:3:forces:R:3 method="wB97M-V/def2-TZVPD" energy_ev=-15447.671 smiles="N[C@H](C(=O)O)[C@@H](N)C(=O)O" de_lowest_kcal_mol=27.13 homo_lumo_gap_ev=10.263 largest_force_ev_per_a=3.226 lumo_energy_ha=0.0135
N -0.679 -1.940 -0.090 0.3 0.0 0.1
C -0.424 -0.582 0.352 0.1 0.1 0.0
C -1.666 0.317 0.280 -2.8 -0.1 0.7
O -2.618 0.086 -0.424 1.4 0.3 1.0
O -1.751 1.447 1.159 0.0 -1.6 -0.8
C 0.595 0.128 -0.578 -0.2 0.2 0.1
N -0.043 1.353 -0.997 -0.5 2.2 1.1
C 1.981 0.309 0.064 -0.4 1.9 -0.2
O 2.398 1.394 0.402 -0.3 -0.8 -0.1
O 2.733 -0.771 0.136 -0.6 -2.3 0.0
H -1.098 -1.950 -1.019 0.0 0.1 0.2
H -1.309 -2.428 0.539 0.1 0.1 -0.1
H -0.023 -0.605 1.375 -0.3 0.0 -0.1
H -1.036 1.433 1.807 0.1 -0.1 0.0
H 0.748 -0.527 -1.452 -0.1 0.2 0.1
H 0.636 2.048 -1.288 0.1 -0.2 -0.2
H -0.612 1.872 -0.209 2.0 -1.2 -2.2
H 2.167 -1.583 -0.055 1.0 1.3 0.2

***

[4]
18
Properties=species:S:1:pos:R:3:forces:R:3 method="wB97M-V/def2-TZVPD" energy_ev=-15447.567 smiles="C[C@@]1(O)N[C@]1(O)NC(=O)O" de_lowest_kcal_mol=29.54 homo_lumo_gap_ev=9.500 largest_force_ev_per_a=0.876 lumo_energy_ha=0.0156
C 1.849 -0.187 -0.980 0.1 -0.1 0.4
C 0.952 -0.322 0.216 -0.1 0.2 -0.3
O 0.356 -1.586 0.404 0.3 0.0 0.0
N 1.259 0.343 1.459 0.2 0.2 0.3
C 0.138 0.829 0.737 -0.3 -0.6 -0.6
O 0.237 2.106 0.271 0.1 0.5 -0.1
N -1.240 0.433 1.038 0.1 0.0 0.5
C -1.883 0.198 -0.149 -0.3 -0.1 0.0
O -1.839 0.955 -1.090 0.0 0.1 -0.4
O -2.534 -0.972 -0.188 -0.5 -0.4 0.3
H 2.263 0.819 -0.994 0.0 0.0 -0.1
H 2.663 -0.911 -0.942 0.0 0.0 0.0
H 1.265 -0.345 -1.887 0.0 0.0 -0.1
H 0.206 -2.005 -0.450 0.0 0.1 0.0
H 1.089 -0.190 2.301 -0.1 -0.1 0.0
H -0.417 2.206 -0.445 0.1 -0.1 0.2
H -1.326 -0.319 1.712 0.0 0.0 -0.2
H -3.039 -1.051 -1.013 0.2 0.3 0.1

***

[5]
16
Properties=species:S:1:pos:R:3:forces:R:3 method="wB97M-V/def2-TZVPD" energy_ev=-20134.507 smiles="C=NS/C(C)=N/OC" de_lowest_kcal_mol=145.90 homo_lumo_gap_ev=9.280 largest_force_ev_per_a=5.736 lumo_energy_ha=0.0273
C 3.100 -1.320 -0.003 0.6 -2.3 1.4
N 1.928 -0.927 -0.163 -2.2 -0.9 0.0
S 1.518 0.654 0.064 -0.1 0.9 -0.5
C -0.263 0.779 -0.098 0.0 -5.2 0.5
C -0.728 2.123 0.016 -4.6 3.3 0.6
N -0.960 -0.372 -0.035 -0.1 3.2 -0.6
O -2.466 -0.157 -0.091 2.7 -0.6 -0.1
C -3.067 -1.453 0.096 -0.4 -0.8 -0.5
H 3.243 -2.521 0.207 0.1 3.2 -1.1
H 3.818 -0.531 0.211 1.1 -0.6 0.1
H -0.978 2.747 -1.003 0.5 -2.0 2.3
H -0.193 2.929 0.680 -0.6 -2.1 -1.1
H -1.825 1.748 0.571 2.6 2.2 -1.5
H -4.162 -1.252 -0.467 2.9 -1.1 1.9
H -2.399 -2.362 -0.450 -2.0 2.6 1.4
H -3.095 -1.655 1.275 -0.4 0.1 -2.7

***

[6]
16
Properties=species:S:1:pos:R:3:forces:R:3 method="wB97M-V/def2-TZVPD" energy_ev=-20138.489 de_lowest_kcal_mol=54.08 homo_lumo_gap_ev=8.769 largest_force_ev_per_a=4.280 lumo_energy_ha=0.0295
C -2.541 0.695 0.104 2.2 -0.7 -0.9
C -0.813 -0.575 -0.130 -1.6 1.8 0.8
C 0.818 1.266 0.207 1.4 -0.8 0.9
C 1.535 -1.100 0.045 -1.5 0.6 2.7
N -3.452 -0.251 0.245 -0.2 0.3 0.1
N 0.436 -0.129 -0.013 0.1 -1.0 0.7
O -2.390 1.878 -0.021 -0.7 -1.2 0.5
S -1.281 -2.131 -0.312 0.3 -0.6 -0.1
H 1.213 1.574 1.249 -0.4 -1.1 -1.6
H 1.524 1.484 -0.586 0.4 0.4 0.2
H -0.029 1.813 0.029 -2.1 1.6 -0.3
H 2.418 -0.659 -0.184 2.7 2.0 0.0
H 1.634 -1.704 0.963 -0.4 0.8 0.2
H 1.529 -1.816 -0.650 -1.1 -2.7 -3.1
H -2.969 -1.209 0.179 -0.9 0.6 0.0
H -4.492 -0.120 0.254 1.8 0.0 0.0